1.
Below is a structure of composition C19H16Br2N2O2RuS, with properties calculated with ωB97M-V with the def2-TZVPD basis set.

Computed properties:
Charge = +2
F_max = 0.0193 Eh/bohr
Molar mass = 597.29 g/mol
Total energy = -6634.09698 Eh

```
43
Properties=species:S:1:pos:R:3:mulliken_charge:R:1
Ru 0.547 0.087 -0.246 -0.43
Br 2.483 1.403 0.485 0.16
C 2.016 1.331 2.314 1.06
C 2.784 1.960 3.277 -0.65
C 2.416 1.815 4.615 -0.62
C 1.319 1.043 4.964 -0.88
C 0.551 0.405 3.972 0.68
C -0.535 -0.436 4.284 -0.50
C -1.251 -1.110 3.287 -1.08
C -0.913 -0.941 1.961 -0.38
C 0.134 -0.069 1.587 0.77
C 0.899 0.573 2.610 0.38
H 3.655 2.541 3.005 0.45
H 3.003 2.302 5.382 0.43
H 1.053 0.917 6.006 0.46
H -0.802 -0.583 5.324 0.47
H -2.059 -1.775 3.564 0.43
H -1.448 -1.503 1.201 0.53
C -2.236 4.420 -1.351 -0.88
N -2.834 3.081 -1.266 -0.24
C -2.185 1.955 -1.069 0.77
N -2.850 0.803 -1.034 -0.32
S -0.447 2.041 -0.904 -0.11
H -3.048 5.140 -1.355 0.32
H -1.656 4.524 -2.265 0.35
H -1.600 4.604 -0.489 0.34
H -3.833 3.026 -1.407 0.27
H -3.849 0.754 -1.169 0.22
H -2.364 -0.056 -0.864 0.06
Br 1.246 -5.378 -5.435 -0.11
C 0.908 -3.875 -4.373 -0.12
C -0.056 -2.956 -4.773 -0.33
C -0.299 -1.831 -3.997 -1.08
C 0.420 -1.659 -2.828 0.07
C 1.369 -2.575 -2.416 0.48
C 1.626 -3.693 -3.200 -0.39
C 2.129 -2.411 -1.150 0.23
O 3.079 -3.047 -0.826 -0.49
O 1.622 -1.465 -0.276 -0.39
H -0.605 -3.117 -5.690 0.43
H -1.030 -1.101 -4.317 0.44
H 0.262 -0.743 -2.252 0.61
H 2.379 -4.402 -2.886 0.58
```



2.
Below is the ion C3H8N3S with charge +1, with properties calculated with ωB97M-V with the def2-TZVPD basis set.

Computed properties:
2S+1 = 3
Charge = +1
F_max = 0.0986 Eh/bohr
Molar mass = 118.18 g/mol
Total energy = -681.16047 Eh

```
15
Properties=species:S:1:pos:R:3:lowdin_spin:R:1
C -0.501 -1.171 -0.539 0.52
C -1.504 0.471 0.870 0.04
C 1.063 0.603 0.015 0.03
N -1.508 -0.464 1.913 0.27
N -0.412 0.057 -0.159 0.12
N 0.073 -1.852 -1.463 0.10
S -2.027 -1.991 1.733 0.86
H -2.293 0.364 0.172 0.00
H -1.435 1.394 1.243 0.00
H 0.987 1.665 -0.001 0.01
H 1.300 0.256 1.106 0.00
H 1.781 0.141 -0.689 0.00
H -0.784 -0.473 2.639 0.01
H 0.694 -1.569 -2.146 0.01
H -0.218 -2.789 -1.428 0.01
```



3.
Below is a cluster of 7 separate species, C44H88F13NO24S8 in total, with properties calculated with ωB97M-V with the def2-TZVPD basis set.

Computed properties:
Charge = 0
F_max = 0.0144 Eh/bohr
Molar mass = 1518.68 g/mol
Total energy = -8073.52427 Eh
SMILES string = CC[C@@]1(S(C)(=O)=O)C[C@@H](CCC(F)(F)C(F)(F)C(F)(F)C(F)(F)C(F)(F)C(F)(F)F)S(=O)(=O)O[C@@]1(CN)CCCCCCCCCOC.CCOS(C)(=O)=O.CCOS(C)(=O)=O.CCOS(C)(=O)=O.CCOS(C)(=O)=O.CCOS(C)(=O)=O.CCOS(C)(=O)=O

```
178
Properties=species:S:1:pos:R:3:mulliken_charge:R:1
C 7.647 -2.422 -0.025 -1.49
C 6.277 -2.645 -0.691 -1.26
C 5.872 -4.027 -1.303 2.76
S 6.745 -5.412 -0.489 1.83
C 6.375 -5.158 1.236 -1.26
O 6.062 -6.629 -0.870 -0.73
O 8.166 -5.292 -0.671 -0.73
C 4.386 -4.306 -0.998 -4.47
C 3.359 -3.352 -1.639 0.50
C 2.927 -2.202 -0.694 -1.61
C 1.444 -1.844 -0.864 -0.10
C 0.973 -0.655 -0.053 0.80
F 1.850 0.367 -0.193 -0.36
F -0.251 -0.212 -0.434 -0.19
C 0.840 -0.851 1.483 0.41
F 0.687 0.363 2.032 -0.32
F 1.979 -1.387 1.952 -0.29
C -0.348 -1.678 2.100 0.75
F -0.180 -1.550 3.425 -0.35
F -1.511 -1.114 1.764 -0.20
C -0.455 -3.221 1.824 0.30
F 0.784 -3.699 1.569 -0.18
F -0.911 -3.812 2.929 -0.31
C -1.418 -3.635 0.660 0.59
F -2.658 -3.725 1.141 -0.34
F -1.402 -2.724 -0.327 -0.15
C -1.029 -5.004 0.034 0.54
F 0.024 -4.880 -0.763 -0.19
F -0.748 -5.880 0.979 -0.28
F -2.038 -5.456 -0.682 -0.26
S 3.793 -2.728 -3.277 1.69
O 3.579 -1.312 -3.317 -0.77
O 3.168 -3.595 -4.234 -0.64
O 5.357 -2.903 -3.375 -0.56
C 6.114 -4.067 -2.859 1.23
C 5.585 -5.343 -3.574 -1.93
N 6.596 -6.398 -3.671 -0.37
C 7.590 -3.774 -3.201 -1.00
C 7.950 -3.158 -4.562 -1.17
C 7.630 -3.964 -5.837 -1.05
C 6.504 -3.382 -6.702 -0.35
C 5.718 -4.425 -7.507 -0.85
C 4.303 -3.969 -7.888 -0.73
C 4.199 -2.496 -8.292 -0.50
C 2.814 -1.862 -8.089 -0.57
C 2.936 -0.493 -7.439 -0.40
O 1.769 0.256 -7.706 -0.39
C 1.711 1.453 -6.958 -0.76
H 7.850 -1.347 -0.008 0.44
H 7.669 -2.755 1.016 0.34
H 8.468 -2.904 -0.551 0.35
H 6.176 -1.911 -1.492 0.53
H 5.515 -2.389 0.054 0.27
H 7.307 -5.354 1.769 0.49
H 5.595 -5.870 1.505 0.33
H 6.037 -4.145 1.441 0.36
H 4.139 -5.335 -1.250 0.59
H 4.241 -4.215 0.082 1.32
H 2.474 -3.959 -1.862 0.85
H 3.066 -2.594 0.316 0.96
H 3.551 -1.319 -0.827 0.36
H 0.861 -2.724 -0.614 -0.89
H 1.218 -1.595 -1.907 0.73
H 5.273 -5.025 -4.571 0.49
H 4.683 -5.711 -3.086 0.39
H 6.634 -6.735 -4.626 0.33
H 6.336 -7.192 -3.099 0.29
H 7.933 -3.056 -2.453 -0.04
H 8.158 -4.688 -3.039 0.47
H 7.533 -2.148 -4.639 0.37
H 9.037 -3.022 -4.522 0.57
H 8.540 -3.984 -6.448 0.58
H 7.425 -5.009 -5.596 0.44
H 5.820 -2.791 -6.087 -0.07
H 6.959 -2.673 -7.404 0.66
H 6.283 -4.726 -8.398 0.47
H 5.629 -5.335 -6.899 0.25
H 3.958 -4.579 -8.733 0.41
H 3.617 -4.183 -7.062 0.27
H 4.920 -1.906 -7.718 0.35
H 4.469 -2.399 -9.350 0.29
H 2.274 -1.741 -9.032 0.35
H 2.214 -2.509 -7.439 0.27
H 3.073 -0.604 -6.354 0.25
H 3.810 0.047 -7.840 0.37
H 1.131 2.182 -7.523 0.27
H 2.716 1.863 -6.781 0.33
H 1.218 1.293 -5.993 0.24
O 2.204 -8.778 -2.123 -0.63
S 1.724 -9.418 -3.312 1.38
O 2.099 -8.881 -4.584 -0.63
O 0.143 -9.538 -3.219 -0.34
C -0.574 -8.325 -2.880 -0.30
C -0.722 -7.379 -4.052 -0.94
C 2.088 -11.136 -3.270 -1.03
H -0.064 -7.849 -2.041 0.31
H -1.546 -8.670 -2.534 0.27
H 0.238 -6.968 -4.361 0.17
H -1.376 -6.554 -3.767 0.39
H -1.158 -7.895 -4.907 0.33
H 1.771 -11.538 -2.313 0.31
H 3.166 -11.225 -3.390 0.38
H 1.572 -11.619 -4.095 0.34
O -5.804 1.369 -4.031 -0.66
S -4.619 2.159 -3.871 1.22
O -3.404 1.723 -4.485 -0.59
O -4.377 2.402 -2.321 -0.25
C -4.378 1.228 -1.470 -0.72
C -3.070 0.461 -1.487 -0.57
C -4.936 3.827 -4.319 -0.94
H -5.226 0.602 -1.753 0.40
H -4.578 1.629 -0.479 0.27
H -2.892 -0.013 -2.452 0.35
H -3.097 -0.312 -0.718 0.21
H -2.239 1.135 -1.284 0.26
H -5.842 4.159 -3.821 0.32
H -5.064 3.835 -5.400 0.37
H -4.080 4.432 -4.032 0.31
O -4.113 2.410 6.639 -0.65
S -4.374 2.492 5.233 1.40
O -5.553 1.880 4.691 -0.73
O -3.104 1.977 4.443 -0.27
C -2.558 0.685 4.821 -0.40
C -3.361 -0.470 4.266 -0.93
C -4.313 4.170 4.711 -0.99
H -2.478 0.643 5.908 0.36
H -1.549 0.701 4.412 0.25
H -4.344 -0.535 4.729 0.47
H -2.828 -1.402 4.457 0.34
H -3.502 -0.355 3.193 0.15
H -3.399 4.621 5.089 0.33
H -5.183 4.670 5.135 0.30
H -4.350 4.198 3.626 0.36
O -0.357 7.228 8.517 -0.66
S -1.763 7.328 8.778 1.16
O -2.208 7.362 10.137 -0.62
O -2.505 6.148 8.014 -0.16
C -1.925 4.830 8.127 0.18
C -2.196 4.174 9.464 -1.12
C -2.446 8.668 7.874 -0.98
H -0.855 4.892 7.923 0.37
H -2.390 4.251 7.332 -0.30
H -1.668 4.682 10.271 0.39
H -1.865 3.136 9.428 0.38
H -3.262 4.197 9.688 0.26
H -2.102 8.598 6.847 0.29
H -2.085 9.586 8.331 0.40
H -3.530 8.619 7.930 0.36
O -7.634 5.865 6.364 -0.67
S -8.363 5.267 5.283 1.21
O -8.052 5.687 3.947 -0.63
O -9.916 5.417 5.559 -0.25
C -10.436 6.730 5.889 -0.34
C -10.651 7.593 4.667 -0.92
C -8.288 3.523 5.384 -0.53
H -9.769 7.197 6.615 0.33
H -11.379 6.517 6.387 0.28
H -9.709 7.867 4.202 0.24
H -11.173 8.504 4.960 0.39
H -11.253 7.064 3.929 0.26
H -8.564 3.217 6.389 0.33
H -7.263 3.223 5.171 0.00
H -8.964 3.103 4.645 0.35
O -3.040 10.962 5.365 -0.58
S -3.952 11.839 4.692 1.19
O -5.301 11.923 5.161 -0.62
O -3.929 11.485 3.148 -0.29
C -4.046 10.083 2.789 -0.36
C -5.460 9.566 2.889 -0.95
C -3.273 13.454 4.568 -0.97
H -3.360 9.509 3.412 0.32
H -3.681 10.049 1.765 0.27
H -5.802 9.529 3.922 0.29
H -5.499 8.557 2.478 0.39
H -6.141 10.206 2.327 0.28
H -2.260 13.379 4.183 0.31
H -3.275 13.868 5.574 0.37
H -3.906 14.044 3.911 0.34
```



4.
Below is a structure of composition C56H126O35S3, with properties calculated with ωB97M-V with the def2-TZVPD basis set.

Computed properties:
Charge = 0
F_max = 0.0682 Eh/bohr
Molar mass = 1455.79 g/mol
Total energy = -6036.70914 Eh

```
220
Properties=species:S:1:pos:R:3:mulliken_charge:R:1
C 0.809 5.104 2.132 0.58
C 1.751 6.250 2.476 -0.85
C 2.508 6.608 1.187 -0.61
O 2.221 5.485 0.262 -0.52
C 1.650 4.405 1.091 1.68
H -0.114 5.371 1.688 0.44
H 0.628 4.435 2.969 -0.51
H 2.457 5.990 3.251 0.24
H 1.194 7.094 2.890 0.44
H 3.566 6.718 1.355 0.29
H 2.135 7.500 0.700 0.35
H 2.485 3.830 1.533 -0.22
H 1.021 3.733 0.478 -1.19
C 0.064 -3.548 5.615 -0.75
C 0.633 -2.592 4.583 0.44
C 0.861 -3.543 3.392 0.94
O 0.150 -4.779 3.616 -0.40
C -0.659 -4.580 4.823 -0.11
H -0.624 -3.048 6.316 0.33
H 0.847 -3.988 6.263 0.36
H 1.570 -2.166 4.929 0.30
H 0.009 -1.754 4.322 -0.71
H 1.937 -3.772 3.300 0.09
H 0.511 -3.047 2.494 -0.83
H -0.802 -5.578 5.268 0.29
H -1.572 -4.172 4.430 -0.10
C 2.854 -9.330 4.164 -0.80
O 2.686 -8.823 2.838 -0.26
C 3.873 -8.951 2.082 -0.58
C 3.601 -8.532 0.641 -0.68
O 3.730 -7.134 0.429 -0.39
C 2.753 -6.406 1.113 -0.79
C 2.906 -4.933 0.686 0.86
O 3.975 -4.349 1.480 -0.31
C 5.141 -4.138 0.682 -0.55
H 1.856 -9.515 4.526 0.23
H 3.336 -8.569 4.763 0.30
H 3.401 -10.275 4.103 0.36
H 4.282 -9.982 2.039 0.53
H 4.656 -8.324 2.494 0.34
H 2.643 -8.904 0.341 0.34
H 4.354 -8.958 -0.033 0.37
H 2.909 -6.528 2.182 0.38
H 1.767 -6.611 0.739 0.35
H 2.009 -4.419 1.016 -0.87
H 3.085 -4.815 -0.392 0.54
H 5.892 -3.561 1.287 0.26
H 4.872 -3.518 -0.214 0.03
H 5.595 -5.013 0.222 0.30
C -1.488 1.193 -10.524 -0.67
O -2.279 0.016 -10.660 -0.44
C -2.587 -0.507 -9.364 -0.26
C -3.500 0.434 -8.560 -0.68
O -2.842 1.287 -7.621 -0.32
C -2.493 0.616 -6.451 -0.36
C -1.804 1.637 -5.549 -0.45
O -1.804 1.138 -4.211 0.28
C -0.531 0.458 -3.990 0.28
H -1.418 1.640 -11.524 0.34
H -0.472 0.879 -10.240 0.24
H -1.913 1.905 -9.798 0.26
H -1.616 -0.697 -8.861 0.28
H -3.083 -1.456 -9.534 0.32
H -4.305 -0.141 -8.042 0.38
H -3.953 1.126 -9.288 0.44
H -1.783 -0.172 -6.798 0.17
H -3.374 0.189 -5.951 0.31
H -2.452 2.512 -5.590 0.47
H -0.763 1.805 -5.936 -0.23
H 0.203 1.237 -3.738 -0.53
H -0.230 -0.113 -4.907 0.35
H -0.643 -0.174 -3.134 -0.38
C -4.806 -7.382 1.930 -0.81
O -4.621 -5.982 1.929 -0.35
C -3.255 -5.719 1.988 -0.90
C -2.919 -4.286 1.961 0.50
O -3.199 -3.668 0.720 -0.62
C -2.913 -2.275 0.759 0.50
C -3.452 -1.539 -0.446 -0.17
O -2.754 -1.939 -1.622 -0.17
C -3.282 -1.460 -2.826 -0.67
H -4.374 -7.847 2.825 0.32
H -4.263 -7.911 1.124 0.30
H -5.858 -7.618 1.783 0.27
H -2.740 -6.145 1.101 0.35
H -2.826 -6.156 2.915 0.35
H -1.831 -4.267 2.150 -0.06
H -3.469 -3.756 2.758 0.16
H -1.830 -2.159 0.729 -0.38
H -3.309 -1.834 1.644 0.19
H -3.269 -0.441 -0.319 -0.47
H -4.540 -1.656 -0.553 0.78
H -4.156 -2.064 -3.042 0.44
H -2.531 -1.742 -3.600 0.18
H -3.466 -0.383 -2.802 -0.06
C -0.377 -4.567 -0.866 -0.65
O 0.551 -3.704 -1.440 0.41
C 0.428 -3.550 -2.822 0.16
C 1.713 -2.981 -3.407 -1.21
O 1.905 -1.625 -2.949 0.38
C 3.161 -1.113 -3.349 -1.31
C 3.230 0.385 -2.944 0.43
O 3.116 0.475 -1.554 -0.13
C 3.144 1.768 -1.026 0.36
H -1.391 -4.115 -0.907 0.18
H -0.174 -4.810 0.160 -0.12
H -0.326 -5.550 -1.427 0.51
H -0.357 -2.747 -3.108 -0.50
H 0.189 -4.527 -3.273 0.64
H 1.665 -3.072 -4.491 0.46
H 2.558 -3.596 -3.068 0.27
H 3.173 -1.102 -4.454 0.39
H 3.924 -1.736 -2.897 0.39
H 2.360 0.919 -3.388 -0.54
H 4.158 0.774 -3.332 0.56
H 4.124 2.222 -1.191 0.64
H 2.947 1.701 0.031 -0.69
H 2.340 2.356 -1.440 -0.33
C -0.345 2.478 5.296 -0.03
O -1.367 3.324 5.892 -0.49
C -1.736 4.454 5.102 -0.75
C -2.507 4.168 3.795 -0.14
O -3.888 3.710 3.946 -0.03
C -4.811 4.737 4.012 -0.73
C -5.961 4.588 2.983 -0.06
O -6.765 3.437 3.430 -0.36
C -7.690 3.105 2.400 -0.63
H 0.647 2.933 5.317 -0.02
H -0.579 2.219 4.235 -0.04
H -0.318 1.602 5.905 0.40
H -0.809 4.992 4.722 0.24
H -2.292 5.059 5.821 0.34
H -2.018 3.517 3.149 -0.33
H -2.631 5.106 3.310 0.86
H -4.302 5.696 3.781 0.46
H -5.316 4.797 4.994 0.23
H -5.532 4.395 2.014 -0.17
H -6.607 5.466 2.955 0.53
H -8.265 2.267 2.814 0.26
H -7.178 2.735 1.519 0.13
H -8.393 3.901 2.176 0.33
C 2.291 3.299 -9.230 -0.68
O 2.055 3.218 -7.840 -0.25
C 0.944 3.943 -7.374 -0.51
C 0.997 3.910 -5.846 0.16
O 1.933 4.783 -5.301 -0.52
C 2.420 4.431 -3.993 -0.93
C 1.394 4.490 -2.844 0.08
O 0.509 3.400 -2.901 0.27
C -0.618 3.624 -2.101 -0.14
H 2.342 4.326 -9.538 0.35
H 1.452 2.826 -9.751 0.17
H 3.218 2.760 -9.424 0.23
H -0.010 3.478 -7.695 0.21
H 0.953 4.993 -7.754 0.40
H 1.259 2.886 -5.595 0.01
H 0.027 4.223 -5.425 0.17
H 3.152 5.179 -3.753 0.50
H 2.994 3.488 -4.027 0.19
H 0.820 5.474 -2.867 0.49
H 1.905 4.411 -1.867 -0.19
H -1.170 4.496 -2.450 0.55
H -0.354 3.765 -1.058 -0.15
H -1.181 2.697 -2.148 -0.43
C 3.895 -1.290 3.182 -0.22
O 5.173 -0.723 2.918 -0.54
C 5.217 0.116 1.778 0.66
C 6.150 1.284 2.103 -1.23
O 5.408 2.274 2.751 0.14
C 6.232 3.283 3.271 -0.96
C 5.385 4.098 4.168 0.11
O 5.068 3.222 5.235 -0.37
C 4.167 3.753 6.134 -0.38
H 4.032 -2.002 3.980 0.28
H 3.580 -1.805 2.281 0.01
H 3.185 -0.520 3.504 0.24
H 4.194 0.598 1.596 -0.36
H 5.525 -0.457 0.874 0.25
H 6.487 1.637 1.167 0.42
H 7.031 0.956 2.668 0.38
H 6.753 3.912 2.552 0.42
H 7.036 2.849 3.898 0.36
H 4.424 4.348 3.637 -0.25
H 5.889 5.017 4.517 0.51
H 4.362 4.828 6.283 0.34
H 4.336 3.263 7.090 0.26
H 3.147 3.542 5.783 -0.12
C -4.035 0.628 3.809 1.35
C -3.096 0.761 4.989 0.59
O -3.663 -0.149 5.954 -0.58
S -3.988 -1.468 5.148 0.78
O -5.008 -2.255 5.760 -0.67
O -2.748 -2.120 4.833 0.00
O -4.576 -0.721 3.873 -0.37
H -3.430 0.671 2.887 -0.90
H -4.879 1.321 3.823 0.05
H -3.093 1.769 5.396 0.17
H -2.111 0.428 4.786 -0.61
C -4.359 3.875 -1.904 -0.62
C -4.069 2.454 -2.321 0.39
O -3.582 1.729 -1.186 0.15
S -3.792 2.527 0.154 0.30
O -2.570 2.446 0.812 0.16
O -4.838 2.003 0.895 -0.44
O -4.149 3.905 -0.459 -0.30
H -5.358 4.127 -2.186 0.30
H -3.578 4.453 -2.405 0.33
H -3.285 2.399 -3.090 -0.69
H -4.970 1.946 -2.713 0.56
C 0.239 -0.596 -0.526 1.94
C 1.250 -1.248 0.467 0.22
O 0.826 -0.805 1.827 0.83
S -0.020 0.468 1.727 0.06
O 0.808 1.633 1.808 -0.73
O -1.076 0.444 2.705 0.47
O -0.564 0.233 0.292 0.28
H -0.420 -1.313 -1.031 -0.62
H 0.786 0.046 -1.212 -1.08
H 2.283 -0.994 0.321 0.27
H 1.043 -2.323 0.369 -1.24
```



5.
Below is the ion C3HBrF3O2 with charge -1, with properties calculated with ωB97M-V with the def2-TZVPD basis set.

Computed properties:
Charge = -1
F_max = 0.0561 Eh/bohr
Molar mass = 205.94 g/mol
Total energy = -3139.09031 Eh
SMILES string = O=C([O-])[C@@](F)(Br)C(F)F

```
10
Properties=species:S:1:pos:R:3:mulliken_charge:R:1
C 0.381 -1.657 -0.285 0.63
C -0.786 0.891 0.110 0.19
C 0.515 0.130 0.188 0.19
O 1.282 -2.281 0.185 -0.59
O -0.596 -1.785 -0.971 -0.61
F -0.674 2.230 0.379 -0.29
F -1.688 0.436 1.020 -0.28
F 1.102 0.300 1.412 -0.28
Br 1.688 0.949 -1.147 -0.23
H -1.224 0.788 -0.891 0.26
```



6.
Below is the molecule C4H9NO, with properties calculated with ωB97M-V with the def2-TZVPD basis set.

Computed properties:
Charge = 0
F_max = 0.0847 Eh/bohr
Molar mass = 87.12 g/mol
Total energy = -287.71684 Eh
SMILES string = CCC(=O)NC

```
15
Properties=species:S:1:pos:R:3:mulliken_charge:R:1
C -0.538 -2.013 1.111 -1.18
C -0.267 -1.167 -0.116 -0.33
C 0.376 0.154 0.230 0.58
O 0.689 0.506 1.353 -0.61
N 0.490 0.974 -0.848 -0.31
C 0.401 2.540 -0.736 -0.80
H -1.207 -1.489 1.800 0.28
H -0.999 -2.961 0.825 0.37
H 0.392 -2.215 1.647 0.29
H 0.375 -1.685 -0.840 0.31
H -1.198 -0.929 -0.652 0.29
H 0.387 0.636 -1.793 0.24
H -0.479 2.818 -1.361 0.22
H 0.126 2.769 0.303 0.20
H 1.452 2.062 -0.924 0.44
```